Entry 1:
Density functional theory data (the ωB97M-V functional and the def2-TZVPD basis) for a cluster of 2 separate species, C9H12Cl2NO5P in total in a non-equilibrium geometry.

LUMO (eV): -1.7
SMILES string: CCP(C)C1=C(CON=O)C(=O)OC1=O.ClCCl
Frontier orbital gap (Eh): 0.262
Charge: 0
Maximum force (eV/Å): 9.25
Calculated total energy (eV): -55579.3152

```
30
Properties=species:S:1:pos:R:3:forces:R:3:mulliken_charge:R:1
C 0.56770 -2.44309 0.40546 -1.2 0.0 0.5 -0.88
C -0.46472 -1.12965 0.50238 0.5 -0.5 1.4 -0.11
P -1.08725 -0.51567 -1.19057 -0.7 -0.4 -0.3 0.04
C -2.39408 0.86179 -0.76589 0.6 -0.2 0.0 -0.86
C 0.22627 0.36868 -2.23133 3.9 3.0 -0.4 0.22
C 1.48365 1.09325 -1.93295 -4.3 -2.4 -2.1 0.40
C 2.11373 1.29534 -0.43828 2.6 -0.6 -1.6 -0.36
O 1.93075 2.70729 -0.05021 1.0 -2.5 -1.1 -0.12
N 1.15995 2.84086 1.04125 -3.6 4.1 -1.9 0.17
O 0.43815 3.81732 0.77320 2.0 -3.0 2.5 -0.32
C 2.00702 1.61499 -3.42305 5.1 3.4 1.9 0.37
O 3.09715 2.40412 -3.45457 -7.5 -5.4 -0.9 -0.51
O 1.13435 1.15282 -4.55202 0.0 -0.1 4.9 -0.24
C 0.01353 0.46118 -3.85342 -4.9 -1.8 -2.7 0.23
O -1.05061 0.02934 -4.53711 7.4 3.0 4.5 -0.51
H 0.06298 -3.28473 -0.27330 1.3 2.0 1.3 0.30
H 1.63962 -2.15032 0.02545 -2.2 -0.7 0.8 0.27
H 0.56954 -2.90409 1.50461 0.4 1.1 -2.4 0.26
H -0.05071 -0.28465 1.21748 -0.7 -1.7 -1.4 0.10
H -1.42260 -1.56024 1.07220 1.9 1.2 -1.5 0.14
H -2.10896 1.22711 0.31407 -0.9 -0.4 -2.2 0.26
H -3.44096 0.31358 -0.82184 2.2 1.4 0.2 0.31
H -2.27377 1.68905 -1.59611 -0.5 -1.6 1.9 0.30
H 1.78327 0.51445 0.36538 0.0 1.7 -1.7 0.28
H 3.29366 1.15192 -0.55764 -2.6 0.3 0.2 0.27
C -1.43105 -1.89735 4.63274 0.1 -0.1 0.4 -0.29
Cl -2.06512 -2.91689 3.33521 0.0 -0.1 0.1 -0.14
Cl -0.99172 -0.29596 4.02632 0.0 0.0 0.2 -0.13
H -2.19617 -1.78767 5.40514 0.1 0.0 -0.3 0.32
H -0.54359 -2.37278 5.05742 -0.2 0.1 -0.2 0.26
```
Forces are in eV/Å.


Entry 2:
Density functional theory data (the ωB97M-V functional and the def2-TZVPD basis) for a cluster of 2 separate species, C3H6O2 in total.

LUMO (eV): 0.8
ΔE to the lowest compared entry with this formula, charge and spin (eV): 1.393
SMILES string: O=CO.C=C
Frontier orbital gap (Eh): 0.409
Charge: 0
Maximum force (eV/Å): 0.58
Calculated total energy (eV): -7302.2847

```
11
Properties=species:S:1:pos:R:3:forces:R:3:mulliken_charge:R:1
C 0.54069 1.24135 0.50161 -0.1 0.2 0.1 -0.44
C -0.19417 1.59746 1.54283 0.2 -0.4 0.3 -0.48
H 1.61753 1.27803 0.58826 0.1 -0.1 -0.1 0.21
H 0.11390 0.91899 -0.43699 0.0 0.2 -0.1 0.26
H 0.30187 1.80510 2.48280 -0.1 0.3 0.0 0.21
H -1.27550 1.58427 1.56005 0.0 0.0 -0.1 0.24
O -0.14599 -2.82688 -0.54384 -0.2 0.1 0.2 -0.47
C 0.14677 -1.87054 -1.19270 0.4 0.0 -0.4 0.22
O -0.72248 -1.01747 -1.77629 0.1 0.0 0.6 -0.41
H 1.18197 -1.57579 -1.41603 -0.1 0.0 -0.1 0.34
H -1.56458 -1.13453 -1.30972 -0.2 -0.2 -0.3 0.32
```
Forces are in eV/Å.


Entry 3:
Density functional theory data (the ωB97M-V functional and the def2-TZVPD basis) for a structure of composition C16H26F3O12PSSc.

LUMO (eV): 2.5
ΔE to the lowest compared entry with this formula, charge and spin (eV): 0.250
Frontier orbital gap (Eh): 0.328
Charge: -1
Maximum force (eV/Å): 0.81
Calculated total energy (eV): -90570.9943

```
60
Properties=species:S:1:pos:R:3:forces:R:3:mulliken_charge:R:1
Sc -0.42967 0.45173 -0.73831 -0.7 0.0 0.3 0.47
O -1.83027 2.94512 1.14259 0.0 -0.1 0.1 -0.55
C -1.02763 2.02571 1.58356 -0.3 0.2 0.0 0.97
O -0.00954 1.67839 0.97876 0.4 -0.1 0.0 -0.19
C -1.36726 1.43010 2.93596 0.0 0.3 0.1 -0.98
O -1.03347 0.07404 2.99054 0.0 0.0 -0.1 -0.43
C -2.11562 -0.78884 2.66163 -0.1 -0.1 0.1 -0.48
C -2.82308 -0.53071 1.31580 -0.1 -0.1 0.1 0.57
O -3.94648 -0.97230 1.17458 0.0 0.0 0.1 -0.71
O -2.14466 0.13914 0.45415 0.3 0.1 -0.2 -0.42
H -1.66676 3.03297 0.14578 0.0 0.0 0.0 0.49
H -2.42245 1.61976 3.15996 0.1 0.0 -0.1 0.44
H -0.75874 1.96496 3.67587 0.0 -0.1 0.0 0.44
H -2.87152 -0.76353 3.45635 0.0 0.0 -0.1 0.31
H -1.68910 -1.79273 2.62644 0.0 0.0 0.0 0.28
O -0.28294 4.26570 -1.76352 -0.1 -0.1 -0.1 -0.68
C -0.39767 3.06815 -1.90447 0.3 0.3 -0.3 0.74
O -1.29872 2.31387 -1.33682 0.1 -0.2 0.3 -0.67
C 0.62411 2.23419 -2.73849 0.0 0.0 -0.2 0.46
O 1.25030 2.67899 -3.66857 -0.1 0.0 0.2 -0.68
O 0.71918 1.01398 -2.26398 0.2 0.1 0.0 -0.11
C 3.72104 1.95061 -0.78752 0.0 0.1 0.0 -1.54
C 3.92873 0.43807 -0.81816 0.2 -0.1 0.1 0.59
C 3.87076 -0.08547 -2.25191 0.0 0.0 0.0 -1.72
P 2.67726 -0.37973 0.27222 -0.4 0.0 -0.2 0.99
C 3.34053 -0.10978 1.99228 0.1 -0.1 0.1 0.76
C 4.83871 0.16427 2.11032 0.0 0.0 0.0 -1.80
C 2.53724 0.95307 2.73560 0.0 0.1 0.0 -1.29
C 3.00628 -2.18397 0.00251 0.1 -0.1 -0.1 0.77
C 4.46338 -2.63493 0.09374 0.0 0.0 0.0 -1.88
C 2.14672 -3.04758 0.92138 0.0 -0.1 0.1 -1.68
H 4.47449 2.44429 -1.40446 0.0 0.0 0.0 0.50
H 3.79120 2.36098 0.21997 0.0 0.0 0.1 0.27
H 2.74723 2.22174 -1.19086 0.0 0.0 0.0 0.01
H 4.92641 0.21865 -0.41480 -0.1 0.0 -0.1 0.51
H 2.88432 0.05876 -2.68645 -0.1 0.0 0.0 0.17
H 4.12972 -1.14248 -2.31334 0.0 0.0 0.0 0.35
H 4.58531 0.46729 -2.86481 0.0 0.0 0.0 0.51
H 3.13982 -1.06693 2.48790 0.0 0.0 0.0 0.24
H 5.09996 1.13609 1.69072 0.0 0.1 0.0 0.31
H 5.44919 -0.58542 1.61050 0.0 0.0 0.0 0.32
H 5.12588 0.18238 3.16416 0.0 0.0 0.0 0.46
H 2.58760 1.92090 2.23286 0.0 0.0 0.0 0.29
H 2.93266 1.07875 3.74686 0.0 0.0 0.0 0.52
H 1.48800 0.67465 2.79879 0.0 0.0 0.0 -0.04
H 2.65307 -2.34137 -1.02332 0.0 0.0 0.0 0.12
H 4.81840 -2.59080 1.12589 0.0 0.0 0.0 0.30
H 5.13978 -2.03696 -0.51651 0.0 0.0 0.0 0.40
H 4.55383 -3.67439 -0.23088 0.0 0.0 0.0 0.47
H 2.50774 -3.00941 1.95166 0.0 0.0 0.0 0.37
H 2.20584 -4.09213 0.60638 0.0 0.0 0.0 0.44
H 1.10091 -2.75420 0.91022 0.0 0.0 0.0 0.20
F 0.85034 -2.06200 -3.29390 0.0 0.1 0.1 -0.18
C -0.18353 -2.83738 -2.97912 0.0 -0.2 -0.2 0.60
F 0.29490 -4.00777 -2.53079 -0.1 0.1 0.0 -0.24
F -0.89456 -3.07267 -4.08711 0.1 0.0 0.1 -0.23
S -1.25890 -2.06378 -1.69988 -0.1 0.2 0.0 1.51
O -1.66609 -0.77911 -2.26641 0.0 -0.1 -0.2 -0.62
O -2.24541 -3.04559 -1.41352 0.0 -0.1 -0.1 -0.63
O -0.30589 -1.73568 -0.61470 0.3 -0.3 0.0 -0.41
```
Forces are in eV/Å.


charge of number 3 (C16H26F3O12PSSc)? -1